This record from the OMol25 dataset describes one molecule with the formula C12H19NO2. The level of theory is ωB97M-V/def2-TZVPD.

```
34
Properties=species:S:1:pos:R:3
C -3.58343 -0.33466 0.64662
C -2.80567 -0.72827 -0.34319
C -1.54692 -1.51801 -0.17527
C -0.31677 -0.78386 -0.73017
C 0.87238 -1.73585 -0.92535
C 1.53023 -2.24243 0.35899
C 2.19286 -1.14714 1.21381
C 2.52563 0.10726 0.42571
O 3.66247 0.48675 0.21893
N 1.45016 0.78899 -0.01977
C 1.55908 2.03326 -0.74776
C 0.31851 2.79743 -0.30602
C -0.73898 1.69525 -0.09092
O -1.55958 1.93962 1.02555
C 0.06930 0.40533 0.17281
H -4.48656 0.22625 0.47582
H -3.34617 -0.55193 1.67412
H -3.06780 -0.49567 -1.36852
H -1.65767 -2.46070 -0.72004
H -1.39904 -1.75027 0.87984
H -0.57362 -0.39573 -1.72352
H 0.52635 -2.59995 -1.49806
H 1.63238 -1.23584 -1.52998
H 2.29653 -2.96105 0.06182
H 0.79672 -2.78164 0.96047
H 3.12594 -1.52049 1.63670
H 1.54305 -0.86140 2.04330
H 1.54320 1.84546 -1.82916
H 2.49922 2.52230 -0.49133
H 0.50170 3.28599 0.65233
H 0.00350 3.54409 -1.03251
H -1.35857 1.57742 -0.99133
H -2.10318 2.71604 0.85686
H -0.10524 0.13346 1.21921
```

Relative energy (zero: lowest compared OMol25 entry of this formula, charge and spin)   0.00 kJ/mol
Kohn-Sham gap   0.359 Ha
Structure (SMILES)   C=CC[C@@H]1CCCC(=O)N2CC[C@H](O)[C@@H]12

These are the Mulliken partial charges, in e, on atoms 1 to 8: C -0.88; C -0.23; C -0.74; C 0.37; C -1.50; C -0.59; C -0.81; C 0.86

---

This record from the OMol25 dataset describes C41H41CsGeN4O3 as an isolated structure. The level of theory is ωB97M-V/def2-TZVPD.

```
91
Properties=species:S:1:pos:R:3
Cs -0.90210 -0.93404 -0.37124
C -0.48196 -0.85623 -3.79005
O -0.96988 -1.88642 -2.95009
C -1.89787 -2.75385 -3.46838
C -2.10747 -2.92127 -4.82410
C -3.02758 -3.85040 -5.30183
C -3.74419 -4.62537 -4.40502
C -3.56345 -4.45049 -3.04617
C -2.66231 -3.50486 -2.53248
N -2.54528 -3.18859 -1.19601
N -3.13388 -3.99208 -0.38949
C -3.29266 -3.65559 0.90518
C -3.15605 -2.31383 1.45588
O -2.97798 -1.28620 0.76146
C -3.27559 -2.18422 2.88904
C -3.57899 -3.21975 3.70138
C -3.83877 -4.51905 3.17660
C -4.22695 -5.58257 4.01040
C -4.49796 -6.82842 3.50351
C -4.38124 -7.04370 2.12363
C -3.99000 -6.02361 1.28971
C -3.71150 -4.73195 1.78074
H 0.11289 -1.24461 -4.62220
H 0.17081 -0.23388 -3.17550
H -1.29706 -0.24327 -4.18483
H -1.55198 -2.33236 -5.54123
H -3.17462 -3.95555 -6.36905
H -4.46764 -5.34521 -4.76931
H -4.14600 -5.01255 -2.32984
H -3.11561 -1.19086 3.29035
H -3.64690 -3.07298 4.77398
H -4.31641 -5.39511 5.07557
H -4.79842 -7.63664 4.15942
H -4.60446 -8.02382 1.71869
H -3.89408 -6.19665 0.22736
C -4.26141 2.99448 -0.83912
N -3.19330 3.95417 -1.05736
C -3.64277 5.32203 -1.22650
C -2.06676 3.47712 -1.71985
O -2.08208 2.42231 -2.33995
N -0.95167 4.27381 -1.64850
C 0.27803 3.76647 -2.25105
C -0.69921 5.19598 -0.55526
H -4.77783 3.25029 0.08874
H -3.84429 1.99656 -0.75048
H -4.98911 2.99770 -1.66031
H -4.62170 5.33274 -1.71661
H -2.95002 5.88034 -1.85470
H -3.74910 5.83191 -0.26246
H 0.05038 2.90214 -2.86428
H 0.98792 3.46144 -1.47621
H 0.73235 4.54831 -2.86625
H -1.60213 5.68689 -0.20896
H -0.00125 5.95834 -0.90756
H -0.24412 4.67922 0.28912
C 2.15001 0.12983 -1.09967
Ge 3.39409 0.79486 0.16591
C 3.98730 -0.45839 1.63794
C 4.73449 -1.59843 1.33218
C 5.08619 -2.52210 2.30559
C 4.67450 -2.33543 3.61896
C 3.91573 -1.22020 3.94305
C 3.57825 -0.29739 2.96141
C 5.16284 1.71387 -0.22206
C 5.20601 2.73198 -1.17830
C 6.39385 3.35884 -1.52640
C 7.58472 2.96511 -0.93069
C 7.56779 1.94988 0.01561
C 6.37096 1.33587 0.36253
C 2.45766 2.20619 1.22474
C 1.18088 1.90330 1.70402
C 0.44103 2.80218 2.45667
C 0.97519 4.04971 2.75575
C 2.23197 4.38530 2.27218
C 2.95825 3.47377 1.51432
H 2.70194 -0.50981 -1.81748
H 5.05364 -1.76195 0.30662
H 5.67782 -3.39367 2.04767
H 4.94109 -3.05596 4.38346
H 3.58409 -1.07328 4.96461
H 2.99578 0.57492 3.23373
H 4.28007 3.03938 -1.65628
H 6.40033 4.15547 -2.26220
H 8.51680 3.44796 -1.20121
H 8.49599 1.64093 0.48456
H 6.37828 0.56040 1.11919
H 0.78219 0.91273 1.51032
H -0.54447 2.53068 2.81829
H 0.41120 4.75480 3.35479
H 2.64670 5.36422 2.48799
H 3.94808 3.74811 1.16371
```

Kohn-Sham gap (alpha / beta)   0.083 / 0.083 Ha
Net charge   -2

These are the Mulliken partial charges, in e, on atoms 1 to 8: Cs 0.57; C -0.65; O -0.22; C 0.44; C -0.57; C -0.55; C -0.79; C -0.17

---

This record from the OMol25 dataset describes C33H81F12N7O20S4 as an isolated structure. The level of theory is ωB97M-V/def2-TZVPD.

```
157
Properties=species:S:1:pos:R:3
C 9.27697 3.34956 -1.01143
F 10.58455 3.41714 -1.33286
F 9.05903 3.87390 0.20996
F 8.50313 3.89941 -1.92874
S 8.93447 1.41263 -1.02389
O 9.26183 1.02685 -2.40935
O 9.89266 0.88738 -0.04975
N 7.17643 1.08918 -0.82066
S 7.16820 1.16329 0.83089
O 8.03979 2.09772 1.62618
O 5.72297 1.14115 1.20157
C 7.69282 -0.75330 1.28030
F 6.65321 -1.38070 1.64419
F 8.20085 -1.35698 0.24517
F 8.55013 -0.77860 2.35546
C -1.86885 -2.12496 -1.18143
F -1.84610 -1.83616 -2.49541
F -2.86018 -2.77452 -0.77737
F -0.77664 -2.94341 -0.95644
S -1.63820 -0.50401 -0.12938
O -1.83450 0.68077 -1.05204
O -2.70624 -0.57509 0.86269
N 0.02808 -0.66234 0.34815
S -0.06032 -1.33137 1.83172
O -1.10947 -2.36118 2.01714
O 1.29828 -1.69366 2.27223
C -0.52182 0.11448 3.19411
F -0.22821 1.28478 2.72388
F -1.84894 0.13987 3.31918
F 0.08524 -0.10871 4.40518
C -4.53744 6.08345 -1.80968
C -3.15678 5.98695 -1.17139
C -2.68944 7.44023 -0.88180
O -2.40742 8.25882 -2.01123
C -2.67037 9.66376 -1.60063
N -3.19416 5.23921 0.12246
H -4.89426 5.05396 -1.84049
H -4.49207 6.60076 -2.76802
H -5.20342 6.71813 -1.22508
H -2.52783 5.55632 -1.95054
H -1.69681 7.48525 -0.43374
H -3.37514 7.84198 -0.13580
H -2.01537 9.92166 -0.76842
H -3.67680 9.75993 -1.19327
H -2.57115 10.41740 -2.38183
H -3.42496 4.32315 -0.23485
H -2.24350 5.25371 0.46325
C 0.50204 0.77443 -6.05116
C 1.11838 -0.62883 -5.74614
C 0.77811 -1.65956 -6.77324
O 1.79532 -2.71499 -6.73322
C 1.73646 -3.63405 -7.81025
N 2.51635 -0.51741 -5.71076
H 0.90987 1.52247 -5.37130
H -0.58489 0.78894 -5.97073
H 0.65175 1.03262 -7.09950
H 0.89275 -0.89537 -4.71360
H 0.78328 -1.13543 -7.72894
H -0.21052 -2.11392 -6.70790
H 1.10024 -4.48612 -7.57090
H 2.76968 -3.97635 -7.75208
H 1.48117 -3.24355 -8.79536
H 2.72916 -0.01261 -6.55928
H 2.70066 -1.46482 -6.00833
C -2.95607 7.26717 5.06057
C -2.25609 6.27684 5.94084
C -3.17367 5.09576 6.35794
O -2.40865 4.02795 6.92105
C -3.25520 3.12072 7.51633
N -1.01614 5.90027 5.27758
H -2.21174 7.85052 4.51858
H -3.63846 7.98490 5.51588
H -3.60973 6.86610 4.28599
H -1.84909 6.77610 6.82015
H -3.57649 4.68630 5.43155
H -3.91172 5.58627 6.99259
H -2.50100 2.46265 7.94784
H -3.90946 2.54683 6.86005
H -3.80140 3.53206 8.36519
H -0.23844 6.02468 5.90988
H -1.19203 4.90677 5.23128
C 2.50195 -2.28643 12.65122
C 1.84513 -1.03950 13.32343
C 2.09738 0.22103 12.59863
O 1.47372 0.34496 11.30528
C 1.43850 1.74191 10.79515
N 0.41641 -1.25074 13.51006
H 2.27275 -3.23226 13.14211
H 3.58914 -2.22127 12.69453
H 2.31126 -2.27684 11.57807
H 2.33791 -0.99762 14.29478
H 3.12542 0.39808 12.28259
H 1.82492 1.04393 13.25947
H 2.42857 2.19761 10.78118
H 0.68254 2.42105 11.18934
H 1.29433 1.56392 9.72948
H 0.05183 -0.30898 13.49325
H 0.13708 -1.75013 12.67779
C -4.69879 -3.80137 -8.21829
C -4.95575 -3.52017 -9.72127
C -3.82086 -2.63945 -10.26079
O -3.90922 -1.38963 -9.52396
C -3.06789 -0.35097 -9.98309
N -4.89942 -4.71362 -10.44483
H -5.59156 -4.31235 -7.85778
H -4.38028 -2.97469 -7.58328
H -3.77759 -4.37094 -8.09547
H -5.87993 -2.97260 -9.90610
H -4.09763 -2.48427 -11.30358
H -2.83334 -3.09792 -10.20887
H -3.00602 -0.36148 -11.07128
H -2.08151 -0.28684 -9.52370
H -3.50525 0.59358 -9.65958
H -5.64293 -5.26080 -10.03509
H -5.31234 -4.33240 -11.28403
C -0.80334 -10.20452 -3.59266
C -0.25344 -8.81776 -3.00983
C 0.00185 -8.96527 -1.43849
O 0.95824 -8.34933 -3.62508
H -0.91939 -10.31777 -4.67054
H -1.79131 -10.36905 -3.16262
H -0.17325 -11.07395 -3.40509
H -1.04675 -8.09537 -3.20195
H 0.94177 -9.43508 -1.14879
H -0.83592 -9.55641 -1.06861
H -0.13253 -8.01772 -0.91676
H 1.77720 -8.79125 -3.38926
C -5.94711 -2.81889 4.79844
C -7.02166 -3.46267 3.90881
O -7.63033 -4.65489 4.45801
O -6.26026 -2.53060 6.22506
H -5.47919 -1.92304 4.39028
H -5.17350 -3.58652 4.77938
H -6.54366 -3.68361 2.95446
H -7.76854 -2.71686 3.63669
H -7.43964 -5.41447 3.90279
H -7.01769 -3.09753 6.38781
C 5.10809 -3.96531 -2.58187
C 3.85279 -3.62816 -1.74888
O 3.64418 -2.24131 -1.63920
O 5.75801 -2.72348 -2.93885
H 4.95365 -4.62441 -3.43618
H 5.71261 -4.68227 -2.02634
H 3.87415 -4.12451 -0.77869
H 2.94180 -4.13045 -2.07430
H 2.90685 -2.10511 -1.03971
H 6.68107 -2.98602 -2.96392
C 3.02321 3.78218 -1.59841
C 3.85921 4.44973 -2.75900
O 4.56419 3.48660 -3.52258
O 2.90086 2.39483 -1.89407
H 1.96370 4.03732 -1.57730
H 3.47070 3.92236 -0.61444
H 4.33594 5.41408 -2.58328
H 3.09507 4.71561 -3.48942
H 5.04781 4.07756 -4.10438
H 2.27898 1.97524 -1.29507
```

Kohn-Sham gap   0.285 Ha
Net charge   -2

These are the Mulliken partial charges, in e, on atoms 1 to 8: C 0.62; F -0.22; F -0.19; F -0.22; S 0.93; O -0.68; O -0.59; N -0.33

---

This record from the OMol25 dataset describes C25H22IMoN6O3S2 as an isolated structure. The level of theory is ωB97M-V/def2-TZVPD.

```
60
Properties=species:S:1:pos:R:3
Mo -0.18849 1.04425 0.22860
C -5.02966 -3.32057 0.10896
C -3.68711 -2.66790 0.18322
C -2.90136 -2.77256 1.34408
C -1.66534 -2.17891 1.41658
C -1.18611 -1.43357 0.32981
N 0.12272 -0.88650 0.34856
C 1.16770 -1.74869 0.55165
C 0.95088 -3.15256 0.49495
C 1.94026 -4.04189 0.80202
C 3.20934 -3.58561 1.18671
C 4.28678 -4.53788 1.58010
C 3.46910 -2.21273 1.13123
C 2.49757 -1.29577 0.78907
N 2.86705 0.05723 0.62032
C 4.11618 0.57258 0.76250
C 4.13980 1.81616 0.19305
C 2.84482 2.00975 -0.27850
N 2.06314 0.95922 -0.01238
C -1.98531 -1.27619 -0.81804
C -3.21199 -1.90588 -0.88753
N -1.53425 -0.50055 -1.92145
C -1.79341 -0.65731 -3.23456
C -1.15494 0.35094 -3.92238
C -0.52200 1.11195 -2.94719
N -0.74886 0.59802 -1.73641
H -5.09868 -4.16714 0.78846
H -5.25870 -3.64904 -0.90334
H -5.80147 -2.60241 0.40076
H -3.28124 -3.32754 2.19207
H -1.05534 -2.26697 2.30688
H -0.01237 -3.52311 0.17967
H 1.74808 -5.10483 0.74167
H 3.87777 -5.49331 1.89979
H 4.91157 -4.12497 2.37117
H 4.93802 -4.72864 0.72083
H 4.47830 -1.89140 1.33997
H 4.90659 0.03348 1.25294
H 4.97944 2.48566 0.12078
H 2.45557 2.86078 -0.80991
H -3.83179 -1.78441 -1.76694
H -2.39029 -1.47933 -3.59435
H -1.15095 0.50854 -4.98697
H 0.08360 1.99610 -3.06361
I 0.90649 1.89387 2.95857
C 0.57304 3.54103 1.72852
C 0.63815 4.83140 2.20207
C 0.40444 5.85924 1.29467
C 0.16548 5.55051 -0.03681
C 0.11338 4.22595 -0.41904
N 0.28927 3.22176 0.45998
H 0.86018 5.03143 3.24096
H 0.41378 6.88835 1.63000
H 0.01151 6.32571 -0.77404
H -0.08768 3.94587 -1.44226
O -4.48624 2.21784 -2.36932
S -3.73172 3.31247 -1.87972
O -4.28430 4.60245 -1.73060
O -2.35871 3.08403 -1.54251
S -1.99166 1.38159 1.17672
```

Kohn-Sham gap (alpha / beta)   0.204 / 0.204 Ha
Net charge   +3

These are the Mulliken partial charges, in e, on atoms 1 to 8: Mo 0.42; C -1.53; C 0.27; C -0.86; C -0.26; C -0.01; N 0.48; C 1.56

---

Number 1: E_tot -673.88421 Ha. Number 2: E_tot -4128.57479 Ha. Number 3: E_tot -5984.74050 Ha. Number 4: E_tot -2681.40363 Ha.